1.
Below is C35H40Cl3KN5O5SeSi as an isolated structure in a non-equilibrium geometry, with properties calculated with ωB97M-V/def2-TZVPD.

Each line ends with the Mulliken charge.
Positions of all 91 atoms, in Å:
K 0.0866 -0.6745 -1.5485  0.9460
Se -3.6287 3.4200 -8.0013  0.1830
N -4.0538 3.2340 -6.2775  -0.8568
C -3.3921 2.2045 -5.8280  0.8102
C -3.4859 1.7136 -4.4582  1.0227
C -4.3099 2.3138 -3.5056  -0.7651
C -4.3794 1.7669 -2.2465  -0.7019
C -3.6175 0.6296 -1.9762  -0.3781
N -2.8197 0.0626 -2.8617  -0.2320
C -2.7424 0.5893 -4.0853  -0.2924
C -1.8414 -0.0838 -5.0515  -0.5074
N -1.1384 -1.1300 -4.6035  -0.2547
C -0.3199 -1.7423 -5.4438  0.3767
C -0.1567 -1.3557 -6.7766  -0.8151
C -0.8807 -0.2851 -7.2440  -0.6781
C -1.7472 0.3718 -6.3702  0.8959
C -2.5373 1.5267 -6.7837  0.8016
N -2.5260 2.0162 -7.9920  -0.8551
H -4.8827 3.1899 -3.7807  0.4890
H -5.0052 2.2005 -1.4785  0.4564
H -3.6572 0.1525 -1.0026  0.5053
H 0.2339 -2.5822 -5.0449  -0.1378
H 0.5319 -1.8929 -7.4140  0.4496
H -0.7964 0.0648 -8.2646  0.4976
Cl 1.2584 -4.6993 -4.2464  -0.3608
C 1.3068 -4.1984 -2.4955  1.1367
C 0.0998 -3.8481 -1.9980  -0.7754
C -0.3810 -3.5289 -0.6614  -0.9865
Cl -2.0580 -2.8772 -0.6828  -0.1898
C -0.0266 -3.5192 0.6713  0.0595
O -0.4379 -3.7481 1.7651  -0.5527
C 2.7956 -3.8273 -0.7109  0.5756
Cl 2.7741 -3.1553 0.7633  0.2092
C 2.6567 -4.2460 -1.9549  -1.1157
H -0.7011 -3.8610 -2.7262  0.2979
H 3.4738 -4.4965 -2.6345  0.3069
C -2.2325 4.0371 1.6455  -0.1481
C -2.0564 2.6680 1.7375  -0.7465
C -1.6924 1.9652 0.5962  -0.4552
N -1.5062 2.5463 -0.5916  0.0309
C -1.6785 3.8654 -0.6654  -0.6961
C -2.0402 4.6523 0.4161  -0.5175
H -2.5057 4.6205 2.5163  0.4108
H -2.1709 2.1341 2.6704  0.2348
H -1.5157 0.8961 0.6470  0.9907
H -1.5204 4.3118 -1.6423  0.4512
H -2.1620 5.7210 0.2981  0.4251
C 1.9275 2.2102 0.5259  -0.9870
C 2.2426 1.9943 2.0104  1.8477
C 1.3320 2.8734 2.8692  -1.1622
C 3.7064 2.3352 2.2741  -2.0374
O 2.1034 0.6314 2.3748  0.9684
Si 0.8212 -0.4435 2.2557  -1.9769
O 0.1957 -0.6598 0.8458  0.5911
O -0.3613 0.0701 3.3083  0.3678
C -0.5223 -0.1875 4.6996  1.9126
C -1.6049 0.7740 5.1820  -1.9360
C -0.9832 -1.6312 4.8899  -1.6785
C 0.7733 0.0736 5.4686  -1.4351
O 1.5980 -1.7600 3.0065  -0.4378
C 2.6696 -2.2274 2.2845  0.7265
C 2.8681 -4.6172 1.5773  -0.9788
C 3.9588 -1.8662 2.9888  -1.3413
C 2.4598 -1.6075 0.1142  -1.1436
H 2.3313 3.1675 0.1888  0.5635
H 0.8528 2.1957 0.3499  -0.0173
H 2.3792 1.4138 -0.0672  0.0348
H 1.2557 3.8784 2.4457  0.3866
H 1.7209 2.9500 3.8871  0.3373
H 0.3389 2.4319 2.9135  -0.0857
H 3.9066 3.3891 2.0675  0.4394
H 4.3478 1.7219 1.6375  0.3676
H 3.9527 2.1212 3.3152  0.3590
H -2.5205 0.6176 4.6080  0.3482
H -1.2764 1.8082 5.0508  0.3652
H -1.8227 0.6089 6.2391  0.4482
H -1.8918 -1.8057 4.3113  0.3407
H -1.1836 -1.8364 5.9445  0.4676
H -0.2214 -2.3204 4.5266  0.2358
H 1.1112 1.0968 5.2939  0.1759
H 1.5548 -0.6074 5.1344  0.1381
H 0.6111 -0.0697 6.5393  0.5588
H 2.6819 -4.7186 2.6401  0.1962
H 4.0669 -2.8967 0.8562  0.7044
H 3.0334 -5.5469 1.0435  0.2159
H 3.9958 -2.3690 3.9580  0.2904
H 3.9856 -0.7835 3.1162  0.1016
H 4.8260 -2.1829 2.4049  0.3726
H 1.2540 -3.2339 0.7968  0.5113
H 1.9157 -1.4422 -0.8320  0.1077
H 2.9961 -0.6724 0.2765  0.1924

As for the total charge: -1. As for the HOMO energy (alpha / beta): -3.23 / -3.06 eV.


2.
Below is a 5-piece molecular cluster, C35H40N4O11 overall in a non-equilibrium geometry, with properties calculated with ωB97M-V/def2-TZVPD.

Each line ends with the Mulliken charge.
Positions of all 90 atoms, in Å:
C -0.7626 -2.1933 4.6369  -0.7426
C 0.7513 -1.8690 4.0199  0.1319
C 1.1032 -2.8534 2.7574  0.4619
C 2.6870 -3.2793 2.7271  -0.9618
C 0.6925 -2.2705 1.2815  0.2001
C -0.9142 -1.9554 1.0094  -0.3463
C -0.6897 -1.2421 -0.4856  0.3386
O -1.6861 -1.1708 -1.3978  -0.6050
O 0.7295 -0.7704 -0.6121  -0.2465
C 1.5933 -1.1010 0.5690  0.1455
C 1.6978 0.3914 1.2860  -0.6969
C 3.1154 0.6466 2.0761  0.5513
C 2.7349 1.3653 3.5182  -1.0555
O 3.9361 1.6598 1.3341  -0.5881
H -1.5065 -2.6034 3.8276  0.2358
H -1.2614 -1.2150 5.0884  0.0021
H -0.7122 -2.9930 5.5151  0.3302
H 1.5055 -2.1390 4.9029  0.3846
H 0.8943 -0.7283 3.8022  -0.3706
H 0.4810 -3.8565 2.9059  0.3594
H 2.8352 -4.0771 3.5920  0.3854
H 2.8745 -3.8438 1.7105  0.1453
H 3.4323 -2.3795 2.7972  0.1629
H 0.8997 -3.1996 0.5635  -0.5313
H -1.1550 -1.2403 1.9158  0.2047
H -1.5098 -2.9729 1.0411  0.2578
H 2.5996 -1.4092 0.0054  0.2271
H 0.7396 0.4939 1.9736  0.1474
H 1.5670 1.2224 0.4404  0.2521
H 3.7846 -0.3060 2.2036  0.0567
H 3.4901 2.2066 3.8359  0.3768
H 1.6779 1.9091 3.4078  0.2667
H 2.6749 0.5048 4.3092  0.2199
H 3.4782 2.5591 1.4236  0.3691
O -1.3732 2.7084 6.1124  -0.5826
N -1.9494 1.6732 5.7463  1.0215
O -1.4141 0.7658 5.0935  -0.6590
C -3.3634 1.5139 6.1064  0.0986
C -4.0189 2.5324 6.8120  -0.4072
C -5.3704 2.3859 7.1306  -0.4409
C -6.0573 1.2314 6.7517  -0.3828
C -5.3993 0.2141 6.0583  -0.5906
C -4.0486 0.3506 5.7316  -0.0214
H -3.4978 3.4382 7.1143  0.4281
H -5.8897 3.1737 7.6721  0.3639
H -7.1124 1.1241 6.9975  0.3667
H -5.9408 -0.6839 5.7691  0.3726
H -3.5509 -0.4498 5.1881  0.3660
O -3.5196 5.6154 -3.0760  -0.5934
N -2.9807 4.5866 -2.6414  0.9962
O -2.3736 4.5146 -1.5633  -0.5959
C -3.0633 3.3725 -3.4622  -0.1370
C -3.7080 3.4181 -4.7059  -0.4783
C -3.7622 2.2661 -5.4930  -0.3575
C -3.1820 1.0806 -5.0390  -0.6444
C -2.5497 1.0355 -3.7953  -0.1542
C -2.4866 2.1818 -3.0005  -0.2652
H -4.1650 4.3341 -5.0740  0.4353
H -4.2546 2.2931 -6.4628  0.3753
H -3.2219 0.1865 -5.6587  0.3824
H -2.1025 0.1070 -3.4471  0.4814
H -1.9875 2.1310 -2.0351  0.5488
O 1.3298 -5.1339 -0.2129  -0.6058
N 2.2756 -5.3237 -0.9921  1.0367
O 3.3755 -5.7887 -0.6601  -0.5944
C 2.0808 -4.9690 -2.4030  0.0122
C 0.8656 -4.4052 -2.8156  -0.0291
C 0.6950 -4.0473 -4.1543  -0.5899
C 1.7267 -4.2554 -5.0711  -0.4151
C 2.9320 -4.8267 -4.6595  -0.4353
C 3.1154 -5.1860 -3.3227  -0.3804
H 0.0520 -4.2365 -2.1135  0.4251
H -0.2420 -3.6029 -4.4830  0.3823
H 1.5910 -3.9695 -6.1127  0.3818
H 3.7303 -4.9884 -5.3806  0.3698
H 4.0618 -5.6273 -3.0172  0.4428
O 0.9459 0.7206 -5.3339  -0.5638
N 1.8244 1.4501 -5.8175  1.0221
O 2.4501 1.1995 -6.8576  -0.6015
C 2.1488 2.6927 -5.1068  -0.0651
C 1.4922 2.9975 -3.9064  -0.2154
C 1.8223 4.1690 -3.2223  -0.5461
C 2.7951 5.0284 -3.7355  -0.4256
C 3.4399 4.7276 -4.9365  -0.4065
C 3.1203 3.5575 -5.6282  -0.3722
H 0.7320 2.3381 -3.4933  0.5667
H 1.3231 4.4110 -2.2865  0.4402
H 3.0531 5.9378 -3.1956  0.3711
H 4.1948 5.4038 -5.3315  0.3674
H 3.6341 3.3357 -6.5612  0.4329

The SMILES is CC[C@H](C)[C@H]1CC(=O)O[C@H]1C[C@H](C)O.O=[N+]([O-])c1ccccc1.O=[N+]([O-])c1ccccc1.O=[N+]([O-])c1ccccc1.O=[N+]([O-])c1ccccc1. As for the HOMO energy: -9.74 eV.


Let's list E_tot in order: -6678.5957 -2403.7592 hartree.
Let's list energy above the lowest of the compared OMol25 structures with the same formula, charge and spin in order: 586.46 349.76 kcal/mol.